Density functional theory data (ωB97M-V with the def2-TZVPD basis set) for a molecular structure, C21H29N10O2SSbTi at a distorted geometry.

E_HOMO (alpha / beta) ... -12.7 / -12.7 eV
LUMO energy (alpha / beta) ... -5.91 / -5.89 eV
Orbital gap (alpha / beta) ... 6.83 / 6.85 eV
Total charge ... +2

```
65
Properties=species:S:1:pos:R:3:nbo_charge:R:1
Ti 0.13 0.00 -0.03 1.510
C -0.62 3.44 0.93 -0.659
C -0.14 2.57 2.04 0.290
C -0.14 3.07 3.34 -0.223
C 0.25 2.28 4.40 -0.105
C 0.64 0.98 4.14 -0.261
C 0.63 0.52 2.83 -0.088
N 0.26 1.30 1.79 -0.586
Sb 1.35 -1.50 2.64 1.150
C -0.11 -2.46 1.35 -0.075
C -0.73 -3.55 1.92 -0.261
C -1.50 -4.38 1.12 -0.115
C -1.58 -4.11 -0.23 -0.225
C -0.94 -2.99 -0.76 0.275
C -1.01 -2.73 -2.23 -0.642
N -0.25 -2.15 0.04 -0.564
C 2.69 -1.10 1.00 -0.087
C 4.02 -1.43 1.20 -0.255
C 4.89 -1.36 0.12 -0.113
C 4.39 -0.99 -1.11 -0.233
C 3.05 -0.66 -1.25 0.278
C 2.54 -0.30 -2.62 -0.650
N 2.22 -0.68 -0.19 -0.570
H -1.16 4.29 1.33 0.243
H -1.29 2.90 0.25 0.265
H 0.22 3.82 0.35 0.226
H -0.46 4.09 3.50 0.244
H 0.25 2.67 5.41 0.248
H 0.94 0.32 4.94 0.241
H -0.59 -3.78 2.97 0.241
H -2.00 -5.25 1.54 0.247
H -2.12 -4.76 -0.89 0.243
H -1.16 -3.68 -2.76 0.241
H -0.10 -2.27 -2.60 0.239
H -1.84 -2.07 -2.48 0.254
H 4.36 -1.76 2.17 0.241
H 5.94 -1.61 0.24 0.248
H 5.03 -0.97 -1.98 0.243
H 3.05 -0.93 -3.36 0.246
H 2.77 0.73 -2.86 0.237
H 1.47 -0.44 -2.71 0.249
N 3.15 2.53 -0.51 -0.631
N 2.38 3.23 -1.44 -0.436
C 1.15 2.79 -1.80 0.633
N 0.47 3.53 -2.68 -0.784
N 0.71 1.66 -1.30 -0.508
N -0.61 1.27 -1.51 0.312
O -0.63 -0.06 -1.80 -0.578
O -1.59 2.00 -1.84 -0.572
H 3.32 3.11 0.30 0.373
H 4.04 2.26 -0.92 0.371
H 2.73 4.09 -1.84 0.394
H 0.82 4.42 -2.98 0.414
H -0.52 3.32 -2.80 0.454
C -5.60 -1.66 -0.16 -0.441
N -4.39 -1.25 0.54 -0.550
C -3.50 -0.39 0.06 0.384
N -3.65 0.08 -1.17 -0.760
S -2.22 0.16 1.10 -0.235
H -6.13 -2.37 0.45 0.245
H -5.35 -2.14 -1.11 0.210
H -6.25 -0.80 -0.35 0.221
H -4.25 -1.54 1.49 0.429
H -4.45 -0.16 -1.73 0.412
H -3.03 0.82 -1.50 0.456
```



Density functional theory data (ωB97M-V with the def2-TZVPD basis set) for 2 unconnected molecules or ions with the total composition C5H7Cl at a distorted geometry.

E_HOMO ... -8.5 eV
LUMO energy ... 0.22 eV
Orbital gap ... 8.68 eV
Total charge ... 0

```
13
Properties=species:S:1:pos:R:3:nbo_charge:R:1
C -0.66 0.66 0.50 -0.268
C -0.74 -0.85 0.32 -0.253
C 0.46 0.06 -0.22 -0.180
C -1.78 0.02 -0.27 -0.033
C 1.94 0.07 0.12 -0.614
Cl -3.51 -0.06 -0.07 0.042
H -0.91 1.36 1.35 0.250
H -0.57 -1.54 1.12 0.240
H 0.43 0.16 -1.26 0.219
H -1.60 -0.08 -2.25 -0.061
H 2.31 0.92 0.62 0.220
H 2.44 0.06 -0.80 0.224
H 2.20 -0.78 0.83 0.215
```



Density functional theory data (ωB97M-V with the def2-TZVPD basis set) for a single C20H24N4O5S molecule at a distorted geometry.

E_HOMO ... -8.6 eV
LUMO energy ... -0.42 eV
Orbital gap ... 8.21 eV
Total charge ... 0
Structure (SMILES) ... CS(=O)(=O)N(CC(=O)N1CCN(Cc2ccccc2)CC1)c1cccc([N+](=O)[O-])c1

```
54
Properties=species:S:1:pos:R:3:nbo_charge:R:1
C -1.71 -1.60 -2.36 -0.878
H -2.69 -1.59 -2.83 0.252
H -1.06 -0.84 -2.76 0.287
H -1.26 -2.58 -2.44 0.258
S -1.89 -1.29 -0.60 2.311
O -0.65 -1.59 0.07 -0.965
O -3.06 -1.94 -0.11 -0.927
N -2.09 0.40 -0.41 -0.648
C -2.95 1.06 -1.27 0.165
C -4.11 0.40 -1.69 -0.262
C -5.00 1.06 -2.53 0.101
C -4.79 2.36 -2.95 -0.229
C -3.65 3.01 -2.52 -0.189
C -2.74 2.37 -1.70 -0.212
H -1.84 2.90 -1.41 0.218
H -3.45 4.02 -2.84 0.224
H -5.51 2.84 -3.61 0.248
N -6.16 0.35 -3.00 0.516
O -7.07 1.00 -3.48 -0.374
O -6.16 -0.86 -2.90 -0.372
H -4.33 -0.59 -1.35 0.274
C -0.94 1.04 0.17 -0.319
H -0.70 0.46 1.06 0.253
C 0.23 1.03 -0.81 0.689
O 0.02 0.82 -2.00 -0.672
N 1.45 1.27 -0.33 -0.429
C 1.79 1.45 1.07 -0.241
H 1.10 0.88 1.70 0.212
C 3.22 0.93 1.32 -0.238
N 3.54 -0.22 0.50 -0.446
C 3.57 0.16 -0.90 -0.220
C 2.59 1.30 -1.23 -0.251
H 2.21 1.20 -2.25 0.253
H 3.08 2.27 -1.13 0.190
H 4.59 0.49 -1.14 0.196
H 3.35 -0.72 -1.51 0.206
C 2.70 -1.40 0.75 -0.268
C 2.62 -1.74 2.21 0.053
C 3.77 -1.84 2.98 -0.235
C 3.68 -2.16 4.33 -0.210
C 2.45 -2.38 4.91 -0.222
C 1.30 -2.29 4.15 -0.194
C 1.38 -1.97 2.80 -0.257
H 0.49 -1.91 2.20 0.231
H 0.33 -2.47 4.60 0.213
H 2.38 -2.63 5.96 0.213
H 4.58 -2.24 4.92 0.212
H 4.73 -1.67 2.52 0.219
H 1.68 -1.30 0.35 0.199
H 3.19 -2.23 0.23 0.208
H 3.96 1.70 1.08 0.198
H 3.33 0.67 2.37 0.228
H 1.72 2.51 1.35 0.195
H -1.19 2.06 0.48 0.236
```



Density functional theory data (ωB97M-V with the def2-TZVPD basis set) for a gas-phase ion, CH4BrN4 (charge +1) at a distorted geometry.

E_HOMO (alpha / beta) ... -13.9 / -13.9 eV
LUMO energy (alpha / beta) ... -5.95 / -5.94 eV
Orbital gap (alpha / beta) ... 7.98 / 7.98 eV
Total charge ... +1

```
10
Properties=species:S:1:pos:R:3:nbo_charge:R:1
C -0.29 0.30 -0.58 0.606
N 1.57 1.74 -0.15 -0.466
N 0.43 1.22 -0.26 -0.105
N 1.34 -0.74 1.48 -0.822
N -1.22 -0.52 -0.97 -0.747
Br 2.70 0.08 0.97 0.839
H 1.80 2.59 0.38 0.424
H 0.85 -0.17 2.24 0.364
H -1.85 -0.81 -0.23 0.451
H -1.31 -0.81 -1.93 0.456
```



Density functional theory data (ωB97M-V with the def2-TZVPD basis set) for a single C20H24N4O2 molecule at a distorted geometry.

E_HOMO ... -8.4 eV
LUMO energy ... 0.33 eV
Orbital gap ... 8.78 eV
Total charge ... 0
Structure (SMILES) ... Cc1nc2ccccc2c2oc(C(=O)NCCN3CCN(C)CC3)cc12

```
50
Properties=species:S:1:pos:R:3:nbo_charge:R:1
C 3.41 4.15 0.76 -0.649
C 2.59 2.98 1.18 0.263
N 2.38 2.79 2.45 -0.433
C 1.64 1.74 2.89 0.144
C 1.46 1.59 4.27 -0.194
C 0.71 0.55 4.77 -0.196
C 0.13 -0.39 3.91 -0.219
C 0.29 -0.28 2.55 -0.200
C 1.04 0.78 2.02 -0.073
C 1.28 1.01 0.65 0.317
C 2.04 2.09 0.21 -0.129
C 2.05 1.99 -1.21 -0.234
C 1.32 0.89 -1.52 0.174
C 0.96 0.32 -2.83 0.632
O 1.29 0.84 -3.88 -0.616
N 0.28 -0.85 -2.73 -0.612
H -0.09 -1.11 -1.82 0.424
C -0.43 -1.46 -3.82 -0.233
H -0.19 -0.93 -4.74 0.239
H -0.10 -2.50 -3.92 0.189
C -1.94 -1.39 -3.52 -0.217
N -2.16 -1.71 -2.12 -0.470
C -3.32 -1.08 -1.53 -0.219
C -3.27 -1.27 -0.02 -0.226
N -3.29 -2.69 0.30 -0.435
C -3.33 -2.92 1.72 -0.403
H -2.45 -2.52 2.25 0.160
H -3.39 -3.99 1.91 0.201
H -4.22 -2.45 2.13 0.203
C -2.15 -3.34 -0.32 -0.224
C -2.20 -3.14 -1.84 -0.230
H -1.34 -3.62 -2.29 0.202
H -3.12 -3.60 -2.23 0.176
H -2.20 -4.41 -0.10 0.205
H -1.20 -2.95 0.06 0.160
H -4.14 -0.80 0.44 0.205
H -2.36 -0.78 0.38 0.166
H -3.29 -0.01 -1.75 0.205
H -4.26 -1.50 -1.91 0.172
H -2.28 -0.37 -3.69 0.204
H -2.49 -2.06 -4.20 0.180
O 0.84 0.28 -0.39 -0.410
H 2.53 2.64 -1.91 0.248
H -0.16 -0.99 1.88 0.211
H -0.45 -1.20 4.33 0.214
H 0.58 0.44 5.84 0.214
H 1.91 2.32 4.93 0.227
H 4.27 3.82 0.19 0.223
H 3.73 4.70 1.63 0.239
H 2.82 4.81 0.12 0.223
```



Density functional theory data (ωB97M-V with the def2-TZVPD basis set) for a molecular structure, C15H13AsN3O7PtS2.

E_HOMO ... -5.5 eV
LUMO energy ... 1.74 eV
Orbital gap ... 7.26 eV
Total charge ... -1

```
42
Properties=species:S:1:pos:R:3:nbo_charge:R:1
Pt 0.38 -0.72 -0.11 0.867
O 0.46 3.47 1.73 -1.017
As 0.33 1.77 1.67 2.481
O 1.95 1.26 1.96 -1.061
O -0.13 1.24 0.14 -1.070
C -0.65 1.02 3.13 -0.482
C 0.01 0.01 3.84 -0.182
C -0.63 -0.66 4.87 -0.226
C -1.95 -0.34 5.18 -0.197
C -2.60 0.65 4.48 -0.208
C -1.97 1.34 3.45 -0.188
S -2.95 2.60 2.62 2.420
O -3.23 3.57 3.67 -0.995
O -4.08 1.88 2.09 -0.979
O -2.05 3.12 1.58 -1.056
H -0.48 3.77 1.73 0.537
H 1.03 -0.24 3.59 0.236
H -0.11 -1.43 5.41 0.208
H -2.46 -0.86 5.98 0.207
H -3.63 0.91 4.71 0.236
N 2.35 -0.19 -0.20 -0.917
C 3.14 -1.31 -0.35 0.183
C 4.52 -1.31 -0.48 -0.274
C 5.24 -2.51 -0.59 -0.177
C 4.62 -3.73 -0.58 -0.251
C 3.21 -3.79 -0.48 -0.094
C 2.46 -4.98 -0.52 -0.124
C 1.10 -4.93 -0.48 -0.260
C 0.45 -3.69 -0.40 0.074
N 1.12 -2.56 -0.33 -0.408
C 2.50 -2.58 -0.37 0.183
H 2.65 0.55 -0.81 0.386
H 2.23 0.68 1.19 0.514
H 5.04 -0.36 -0.48 0.214
H 6.32 -2.45 -0.68 0.209
H 5.19 -4.65 -0.66 0.208
H 2.99 -5.93 -0.60 0.211
H 0.50 -5.83 -0.53 0.227
H -0.63 -3.62 -0.38 0.265
O -3.01 -3.30 -0.51 -0.996
S -2.84 -1.91 -0.05 1.393
N -1.50 -1.37 0.09 -1.094
```



no.,E_tot (eV)
1,-81717.994
2,-17814.548
3,-48159.732
4,-77091.293
5,-31185.641
6,-120327.968